Record 1
C21H51N5O4S | wB97M-V/def2-TZVPD

Largest force on an atom = 0.008 hartree/bohr

```
! RIJCOSX wB97M-V def2-TZVPD def2/J DEFGRID3
* xyz 0 1
C 4.252 0.018 -1.051
C 4.750 -1.218 -0.333
O 3.803 -1.584 0.655
C 3.847 -2.950 1.004
C 2.820 -3.200 2.081
O 1.565 -3.527 1.463
S 0.282 -2.767 2.147
O -0.236 -3.625 3.188
O -0.683 -3.020 0.896
C -0.208 -2.921 -0.459
C -1.358 -2.538 -1.397
C -2.773 -2.795 -0.879
C -3.288 -1.780 0.143
N -3.118 -0.400 -0.327
C -2.106 0.381 0.237
N -1.382 -0.037 1.196
N -2.031 1.637 -0.386
H 4.272 0.891 -0.397
H 3.225 -0.138 -1.387
H 4.876 0.227 -1.922
H 5.716 -1.023 0.153
H 4.896 -2.045 -1.041
H 3.597 -3.568 0.129
H 4.848 -3.242 1.354
H 2.712 -2.286 2.676
H 3.111 -4.020 2.741
H 0.209 -3.893 -0.724
H 0.599 -2.185 -0.520
H -1.293 -1.488 -1.699
H -1.214 -3.126 -2.309
H -3.448 -2.771 -1.740
H -2.840 -3.797 -0.444
H -4.359 -1.954 0.272
H -2.812 -1.906 1.114
H -3.986 0.117 -0.360
H -0.657 0.638 1.435
H -2.040 1.543 -1.395
H -1.197 2.129 -0.090
C -3.101 1.321 -4.402
C -2.285 1.730 -5.617
N -1.003 2.315 -5.253
C -0.332 2.983 -6.355
C 0.136 2.129 -7.539
C -0.160 1.499 -4.392
C 0.198 0.089 -4.878
H -3.233 2.162 -3.719
H -4.088 0.972 -4.708
H -2.630 0.503 -3.853
H -2.833 2.491 -6.178
H -2.189 0.863 -6.289
H 0.526 3.520 -5.941
H -1.019 3.747 -6.729
H 1.008 1.525 -7.292
H 0.411 2.777 -8.372
H -0.652 1.460 -7.890
H -0.659 1.408 -3.423
H 0.753 2.068 -4.200
H -0.678 -0.422 -5.279
H 0.575 -0.516 -4.050
H 0.964 0.098 -5.652
C -1.506 -0.463 4.544
C -0.121 0.159 4.561
N -0.140 1.610 4.683
C 1.147 2.228 4.423
C 2.306 1.923 5.380
C -0.887 2.138 5.814
C -0.483 1.667 7.217
H -2.120 -0.014 3.764
H -1.423 -1.530 4.335
H -2.022 -0.359 5.501
H 0.377 -0.064 3.612
H 0.480 -0.333 5.343
H 0.993 3.311 4.383
H 1.448 1.924 3.414
H 2.189 2.427 6.339
H 3.245 2.264 4.941
H 2.399 0.852 5.568
H -1.940 1.894 5.660
H -0.822 3.228 5.760
H -0.337 0.587 7.247
H -1.274 1.910 7.929
H 0.433 2.140 7.568
*
```

***

Record 2
C21H52BCaCl5LiN5O8PS2 | wB97M-V/def2-TZVPD

Largest force on an atom = 0.100 hartree/bohr

```
! RIJCOSX wB97M-V def2-TZVPD def2/J DEFGRID3
* xyz 1 1
C -0.692 -0.488 -2.980
C 0.197 -1.704 -3.015
N -0.337 -2.890 -2.712
B -1.814 -2.989 -2.257
O -2.084 -4.446 -2.087
C -3.080 -4.531 -1.125
C -2.841 -3.293 -0.182
S -2.076 -3.700 1.378
C -0.376 -4.037 1.030
O -2.682 -4.854 1.953
O -2.210 -2.550 2.279
O -1.977 -2.494 -0.884
H -1.512 -0.507 -3.684
H -1.028 -0.239 -1.982
H -0.075 0.348 -3.295
H 1.134 -1.548 -2.423
H 0.633 -1.804 -4.190
H 0.301 -3.452 -2.148
H -2.617 -2.575 -3.065
H -4.030 -4.421 -1.644
H -3.046 -5.417 -0.500
H -3.797 -2.821 0.043
H 0.139 -4.305 1.941
H -0.340 -4.806 0.268
H 0.111 -3.153 0.630
O -2.400 1.481 -1.344
P -3.779 1.845 -0.866
N -4.036 3.386 -1.565
C -3.337 4.574 -1.111
C -4.100 3.330 -3.022
N -3.449 1.806 0.845
C -3.539 2.940 1.740
C -2.358 0.944 1.232
N -5.421 1.577 -0.598
C -6.507 2.540 -0.686
C -5.787 0.316 0.041
H -3.801 5.452 -1.564
H -2.269 4.573 -1.366
H -3.441 4.722 -0.039
H -4.879 2.630 -3.340
H -3.150 3.007 -3.465
H -4.361 4.306 -3.428
H -2.680 3.617 1.639
H -3.572 2.591 2.776
H -4.460 3.504 1.588
H -1.377 1.431 1.094
H -2.381 0.025 0.639
H -2.465 0.646 2.284
H -6.415 3.326 0.067
H -7.459 2.032 -0.527
H -6.575 3.003 -1.666
H -5.966 0.455 1.112
H -4.993 -0.424 -0.075
H -6.683 -0.111 -0.413
C 2.463 0.443 4.671
C 0.933 0.516 4.713
C 0.443 0.810 3.290
S 1.700 0.127 2.183
O 2.309 1.200 1.463
O 1.152 -1.050 1.489
C 2.808 -0.426 3.467
H 2.870 0.030 5.592
H 2.878 1.444 4.537
H 0.532 -0.443 5.049
H 0.586 1.276 5.410
H -0.521 0.346 3.098
H 0.377 1.876 3.089
H 3.838 -0.314 3.136
H 2.584 -1.476 3.662
C 6.097 -2.850 3.971
Cl 6.419 -1.137 4.231
Cl 4.475 -3.329 4.610
H 6.109 -3.061 2.908
H 6.857 -3.428 4.480
Li -0.628 -1.310 1.799
Ca 2.942 -4.035 6.856
C 2.383 2.480 -3.631
C 3.454 1.579 -3.025
C 3.929 0.474 -3.975
C 2.877 -0.483 -4.287
N 2.067 -1.234 -4.587
H 1.473 1.926 -3.863
H 2.114 3.271 -2.932
H 2.737 2.950 -4.550
H 3.081 1.132 -2.102
H 4.316 2.190 -2.757
H 4.753 -0.073 -3.520
H 4.307 0.906 -4.904
C 7.850 -0.397 1.013
Cl 9.360 -1.286 0.827
Cl 6.767 -0.611 -0.376
H 7.335 -0.766 1.890
H 8.075 0.658 1.118
Cl 2.988 -2.041 -2.079
O 6.184 2.614 -1.440
H 6.664 1.797 -1.261
H 5.801 2.860 -0.593
*
```

***

Record 3
C21H52ClN7O13P2 | wB97M-V/def2-TZVPD

Largest force on an atom = 0.042 hartree/bohr

```
! RIJCOSX wB97M-V def2-TZVPD def2/J DEFGRID3
* xyz 0 1
O -0.788 1.282 4.372
P -0.580 2.362 5.285
O -0.794 3.770 4.615
O 0.969 2.366 5.793
O 1.767 2.231 4.619
O -1.362 2.287 6.675
P -3.052 2.062 6.690
O -3.260 0.661 5.953
Cl -3.858 3.359 5.278
H -0.890 4.432 5.320
H 1.910 1.272 4.581
H -3.849 0.805 5.185
C -3.461 -3.938 4.216
O -4.566 -3.490 4.453
N -2.370 -3.201 3.956
C -1.085 -3.805 3.682
C -2.484 -1.744 3.949
H -3.261 -5.025 4.196
H -0.353 -3.473 4.421
H -0.740 -3.512 2.687
H -1.160 -4.890 3.723
H -2.824 -1.405 4.924
H -3.213 -1.437 3.205
H -1.521 -1.292 3.725
C -2.950 1.335 2.053
O -3.658 0.853 2.920
N -3.092 1.105 0.742
C -2.217 1.703 -0.249
C -4.162 0.227 0.295
H -2.113 2.012 2.290
H -2.803 2.310 -0.939
H -1.713 0.917 -0.812
H -1.470 2.330 0.233
H -5.125 0.625 0.614
H -4.038 -0.762 0.738
H -4.141 0.146 -0.788
C 5.883 5.455 5.161
O 6.406 6.510 5.464
N 4.779 5.331 4.410
C 4.203 4.034 4.082
C 4.141 6.535 3.910
H 6.289 4.482 5.492
H 4.191 3.913 2.997
H 3.188 3.983 4.461
H 4.786 3.229 4.521
H 4.841 7.096 3.290
H 3.843 7.170 4.745
H 3.265 6.271 3.323
C 6.586 0.600 2.511
O 5.443 0.970 2.703
N 7.660 1.405 2.444
C 8.995 0.891 2.212
C 7.473 2.837 2.610
H 6.840 -0.465 2.371
H 9.644 1.151 3.050
H 9.405 1.323 1.297
H 8.969 -0.192 2.109
H 7.030 3.034 3.586
H 6.791 3.204 1.842
H 8.426 3.352 2.531
C -1.129 0.629 -3.816
O -2.235 1.092 -3.588
N -0.036 1.353 -4.080
C 1.248 0.737 -4.347
C -0.148 2.800 -4.101
H -0.937 -0.455 -3.823
H 1.978 1.075 -3.606
H 1.591 1.018 -5.342
H 1.167 -0.343 -4.298
H -0.493 3.161 -3.131
H -0.874 3.104 -4.855
H 0.819 3.240 -4.330
C -0.925 -1.617 -6.560
O -0.311 -0.570 -6.430
N -2.090 -1.739 -7.204
C -2.775 -3.013 -7.323
C -2.683 -0.552 -7.799
H -0.559 -2.571 -6.143
H -2.891 -3.271 -8.377
H -3.763 -2.940 -6.861
H -2.211 -3.800 -6.831
H -1.999 -0.126 -8.534
H -2.864 0.197 -7.027
H -3.620 -0.812 -8.282
C -2.332 -6.537 -5.662
O -1.996 -6.115 -6.753
N -3.601 -6.747 -5.280
C -3.938 -7.253 -3.963
C -4.670 -6.457 -6.223
H -1.597 -6.789 -4.878
H -4.478 -8.197 -4.056
H -4.569 -6.533 -3.439
H -3.035 -7.420 -3.381
H -4.544 -7.060 -7.122
H -4.635 -5.406 -6.510
H -5.632 -6.678 -5.768
*
```

***

In order of appearance, HOMO energy = -0.28832, -0.27496, -0.32228 Ha.
In order of appearance, frontier orbital gap = 0.30666, 0.05219, 0.33535 Eh.